Record 1
ORCA calculation (the ωB97M-V functional and the def2-TZVPD basis) on a structure of composition C31H49FKN13O3.

Each line ends with the Löwdin charge.
Cartesian coordinates (Å):
K1 0.680 -2.161 -0.805  0.74
N1 0.565 -3.913 -3.418  0.01
C1 -0.278 -5.102 -3.373  -0.27
C2 -1.271 -5.036 -2.219  -0.21
N2 -0.721 -4.699 -0.910  -0.19
C3 -1.816 -4.489 0.044  -0.21
C4 -1.436 -3.617 1.238  -0.26
N3 -1.446 -2.191 0.887  -0.04
C5 0.202 -5.718 -0.397  -0.18
C6 1.669 -5.630 -0.816  -0.26
N4 2.260 -4.350 -0.454  -0.04
H1 -0.028 -3.083 -3.399  0.01
H2 1.093 -3.879 -4.281  0.07
H3 0.348 -5.992 -3.284  0.09
H4 -0.883 -5.244 -4.280  0.11
H5 -1.810 -6.000 -2.181  0.12
H6 -2.011 -4.267 -2.463  0.10
H7 -2.203 -5.452 0.418  0.12
H8 -2.643 -4.008 -0.486  0.11
H9 -0.428 -3.859 1.578  0.08
H10 -2.109 -3.849 2.072  0.11
H11 -0.913 -1.666 1.573  0.07
H12 -2.388 -1.819 0.883  0.07
H13 -0.176 -6.724 -0.656  0.12
H14 0.187 -5.656 0.693  0.12
H15 1.781 -5.768 -1.890  0.08
H16 2.159 -6.486 -0.329  0.11
H17 3.250 -4.340 -0.666  0.08
H18 2.173 -4.172 0.549  0.04
C7 1.780 1.110 6.475  -0.07
C8 2.969 1.279 5.539  -0.20
N5 2.698 0.816 4.186  -0.05
C9 2.888 -0.510 3.893  0.02
C10 2.641 -1.091 2.702  -0.03
C11 2.583 -2.617 2.609  -0.66
O1 3.488 -3.266 3.138  0.00
O2 1.533 -3.013 2.038  -0.07
C12 2.310 -0.245 1.578  -0.30
O3 2.217 -0.620 0.407  -0.07
C13 2.042 1.175 1.914  -0.04
C14 1.613 2.026 0.901  0.08
C15 1.255 3.310 1.204  -0.20
F1 0.940 4.164 0.211  0.07
C16 1.197 3.758 2.528  -0.15
C17 1.689 2.937 3.528  0.05
C18 2.172 1.655 3.225  -0.13
N6 0.562 4.985 2.882  -0.12
C19 1.315 6.039 3.524  -0.13
C20 0.386 6.664 4.590  -0.08
N7 -1.023 6.280 4.230  0.04
C21 -1.285 6.547 2.775  -0.07
C22 -0.456 5.528 1.982  -0.14
H19 2.026 1.467 7.477  0.07
H20 1.501 0.058 6.548  0.08
H21 0.909 1.658 6.114  0.07
H22 3.824 0.715 5.911  0.12
H23 3.287 2.322 5.487  0.11
H24 3.225 -1.122 4.723  0.15
H25 1.565 1.680 -0.123  0.10
H26 1.631 3.279 4.554  0.10
H27 1.640 6.803 2.806  0.13
H28 2.203 5.634 4.003  0.13
H29 0.432 7.751 4.617  0.13
H30 0.574 6.269 5.587  0.13
H31 -1.705 6.730 4.836  0.18
H32 -1.079 5.263 4.345  0.18
H33 -0.980 7.577 2.596  0.13
H34 -2.351 6.446 2.579  0.13
H35 -0.040 6.030 1.108  0.13
H36 -1.100 4.727 1.623  0.09
N8 -2.958 4.158 0.207  0.05
C23 -2.584 3.581 -0.736  -0.45
N9 -2.243 2.987 -1.857  0.02
C24 -1.149 2.245 -1.784  -0.42
N10 -0.173 1.612 -1.787  0.12
C25 -0.466 0.238 -6.871  -0.17
C26 0.681 0.126 -5.890  -0.20
N11 0.303 -0.812 -4.847  0.06
C27 -0.948 -0.743 -4.245  -0.39
N12 -1.055 -1.238 -3.066  0.03
C28 -2.333 -1.166 -2.382  -0.24
C29 -3.513 -1.065 -3.335  -0.16
C30 -3.230 0.064 -4.305  -0.16
N13 -1.968 -0.188 -4.987  -0.04
C31 -1.698 0.689 -6.114  -0.17
H37 -0.649 -0.735 -7.332  0.12
H38 -0.231 0.955 -7.659  0.11
H39 0.911 1.118 -5.479  0.12
H40 1.581 -0.247 -6.379  0.11
H41 1.003 -0.961 -4.136  0.13
H42 -2.326 -0.297 -1.712  0.10
H43 -2.429 -2.043 -1.736  0.07
H44 -4.438 -0.870 -2.791  0.11
H45 -3.632 -2.000 -3.889  0.11
H46 -3.190 1.020 -3.766  0.12
H47 -4.007 0.142 -5.068  0.12
H48 -1.566 1.725 -5.769  0.13
H49 -2.578 0.677 -6.761  0.12

## Properties
relative energy (zero: lowest compared OMol25 entry of this formula, charge and spin)	137.4	kJ/mol
E_tot	-2848.03229	Eh
E_HOMO	-7.29	eV
frontier orbital gap	6.23	eV



Record 2
ORCA calculation (the ωB97M-V functional and the def2-TZVPD basis) on a structure of composition C31H49HfNO3P2S in a non-equilibrium geometry.

Each line ends with the Löwdin charge.
Cartesian coordinates (Å):
Hf1 -0.394 0.289 -0.129  1.32
C1 -2.029 1.880 -0.034  -0.31
C2 -2.394 0.914 -1.065  -0.29
C3 -2.279 -0.320 0.929  -0.30
C4 -2.030 1.122 1.214  -0.27
C5 -2.544 -0.445 -0.497  -0.28
C6 -2.123 3.412 -0.155  0.00
H1 -1.792 3.757 -1.134  0.08
H2 -1.518 3.921 0.590  0.07
H3 -3.154 3.741 -0.021  0.11
C7 -2.031 1.724 2.631  0.01
H4 -1.842 2.794 2.629  0.08
H5 -1.305 1.249 3.287  0.07
H6 -3.009 1.581 3.089  0.11
C8 -2.540 -1.395 1.998  0.01
H7 -3.604 -1.466 2.220  0.11
H8 -2.023 -1.166 2.929  0.06
H9 -2.200 -2.375 1.670  0.07
C9 -3.477 -1.590 -0.976  0.00
H10 -4.505 -1.326 -0.730  0.11
H11 -3.275 -2.518 -0.444  0.07
H12 -3.480 -1.826 -2.034  0.08
C10 -3.266 1.455 -2.222  0.01
H13 -4.190 1.847 -1.797  0.11
H14 -3.597 0.698 -2.928  0.08
H15 -2.814 2.293 -2.744  0.08
C11 1.146 0.684 -3.548  -0.13
C12 0.128 1.553 -3.701  -0.12
C13 -0.451 1.918 -5.051  -0.15
C14 -1.312 0.769 -5.600  -0.14
C15 -1.355 -0.458 -4.673  -0.11
C16 -0.335 -1.299 -4.596  -0.11
C17 0.983 -1.089 -5.343  -0.15
C18 1.850 0.011 -4.715  -0.16
H16 0.356 2.148 -5.747  0.12
H17 -0.907 0.468 -6.565  0.11
H18 -1.017 2.846 -4.968  0.11
H19 2.116 0.756 -5.465  0.12
H20 1.558 0.326 -2.634  0.05
H21 -0.393 2.056 -2.928  0.06
H22 2.805 -0.390 -4.374  0.11
H23 1.518 -2.031 -5.453  0.11
H24 -0.463 -2.290 -4.238  0.09
H25 0.773 -0.823 -6.378  0.11
H26 -2.308 1.097 -5.885  0.11
H27 -2.307 -0.789 -4.355  0.08
P1 1.230 1.944 0.428  0.81
C19 0.990 2.880 2.065  -0.22
H28 1.862 3.495 2.287  0.07
H29 0.851 2.216 2.914  -0.01
H30 0.140 3.553 2.004  0.04
C20 3.054 1.522 0.718  -0.23
H31 3.596 2.373 1.131  0.07
H32 3.538 1.242 -0.217  0.05
H33 3.145 0.689 1.415  -0.01
C21 1.564 3.568 -0.511  -0.20
H34 2.062 3.376 -1.460  0.05
H35 2.218 4.224 0.063  0.06
H36 0.636 4.105 -0.702  0.03
P2 0.517 -1.844 -0.388  0.84
C22 -0.594 -3.365 -0.750  -0.21
H37 0.004 -4.190 -1.141  0.07
H38 -1.387 -3.160 -1.461  0.02
H39 -1.115 -3.718 0.139  0.05
C23 2.241 -2.323 -1.046  -0.21
H40 2.220 -2.526 -2.106  0.04
H41 2.643 -3.237 -0.609  0.06
H42 2.958 -1.528 -0.845  0.04
C24 0.987 -2.882 1.170  -0.24
H43 1.209 -3.925 0.937  0.07
H44 0.177 -2.891 1.900  0.02
H45 1.882 -2.487 1.652  0.05
O1 -0.612 -2.291 3.635  0.01
C25 0.237 -1.420 3.551  -0.48
N1 0.512 -0.402 2.473  -0.10
S1 2.024 0.148 3.420  0.87
O2 2.814 1.471 3.418  -0.34
O3 1.118 0.867 4.465  -0.31
C26 2.245 -0.872 4.749  -0.34
C27 3.216 -0.898 5.751  0.00
C28 3.047 -1.815 6.799  -0.03
C29 1.928 -2.665 6.811  -0.03
C30 0.982 -2.595 5.775  0.04
C31 1.164 -1.661 4.731  -0.19
H46 4.054 -0.215 5.737  0.12
H47 3.768 -1.859 7.606  0.12
H48 1.787 -3.366 7.624  0.12
H49 0.118 -3.246 5.802  0.12

## Properties
E_tot	-2618.98945	Eh
E_HOMO (alpha / beta)	-12.73 / -13.34	eV
total charge	+2
frontier orbital gap (alpha / beta)	4.44 / 5.04	eV